Density functional theory data (the ωB97M-V functional and the def2-TZVPD basis) for a 2-piece molecular cluster, C3H5ClNO2 overall.

ORCA input file:
```
! RIJCOSX wB97M-V def2-TZVPD def2/J DEFGRID3
* xyz -1 1
C -2.374 0.036 0.437
C 0.807 -1.194 -1.631
C 0.392 0.169 -1.658
N 1.028 1.221 -1.829
O -1.212 -0.378 0.416
O -3.349 -0.223 -0.355
Cl 2.728 1.015 -2.015
H 0.577 -1.653 -0.653
H 0.291 -1.800 -2.415
H 1.917 -1.203 -1.845
H -2.657 0.615 1.323
H -0.719 0.354 -1.681
*
```

- LUMO energy: 0.1239 hartree
- Orbital gap: 7.7 eV
- HOMO level: -4.30 eV

***

Density functional theory data (the ωB97M-V functional and the def2-TZVPD basis) for C5H15MnN3O12S as an isolated structure.

ORCA input file:
```
! RIJCOSX wB97M-V def2-TZVPD def2/J DEFGRID3
* xyz -2 6
Mn 0.222 0.350 -0.508
C -0.964 1.237 2.407
O -0.854 0.435 1.292
H -1.532 0.791 3.246
H -0.005 1.520 2.860
H -1.582 2.121 2.171
C 1.040 3.430 0.044
O 1.219 2.262 -0.716
H 0.776 3.242 1.093
H 1.945 4.035 -0.109
H 0.237 4.045 -0.403
S 2.050 -0.764 -2.968
O 2.979 -1.854 -2.613
O 1.522 -1.151 -4.280
O 0.897 -0.678 -1.992
O 2.777 0.508 -3.037
C 3.648 -2.002 1.093
N 3.254 -0.701 0.488
O 2.103 -0.347 0.712
O 4.058 -0.134 -0.192
H 3.045 -2.340 1.931
H 4.640 -1.889 1.532
H 3.645 -2.644 0.212
C -2.664 -3.405 0.754
N -1.321 -2.948 0.258
O -0.331 -3.494 0.706
O -1.285 -2.074 -0.571
H -3.176 -4.012 0.012
H -3.249 -2.507 0.938
H -2.445 -3.965 1.658
C -3.133 2.225 -0.362
N -2.790 1.365 -1.500
O -3.441 1.450 -2.524
O -1.714 0.806 -1.438
H -4.086 2.700 -0.565
H -2.257 2.828 -0.131
H -3.228 1.560 0.500
*
```

- LUMO energy (spin up / spin down): 0.1656 / 0.1656 hartree
- Orbital gap (spin up / spin down): 4.7 / 4.7 eV
- ⟨S²⟩: 8.76
- HOMO level (spin up / spin down): -0.24 / -0.23 eV

***

Density functional theory data (the ωB97M-V functional and the def2-TZVPD basis) for a 3-piece molecular cluster, C4H13NO2 overall.

ORCA input file:
```
! RIJCOSX wB97M-V def2-TZVPD def2/J DEFGRID3
* xyz 0 1
C -3.181 1.341 -0.396
C -2.308 1.325 -1.625
C -2.856 1.308 -3.032
C -0.908 1.291 -1.460
N -0.239 1.103 -0.199
H -4.245 1.700 -0.533
H -2.674 1.984 0.225
H -3.301 0.254 -0.114
H -2.586 0.316 -3.593
H -2.646 2.256 -3.650
H -4.024 1.445 -3.063
H -0.271 1.499 -2.297
H 0.736 0.756 -0.325
H -0.785 0.498 0.418
O 4.623 -3.552 3.621
H 4.540 -3.467 2.670
H 5.064 -2.715 3.949
O 3.134 -1.532 1.686
H 3.094 -1.887 2.585
H 2.227 -1.273 1.743
*
```

- LUMO energy: 0.0186 hartree
- Orbital gap: 8.1 eV
- HOMO level: -7.64 eV
- SMILES string: CC(C)=CN.O.O

***

Density functional theory data (the ωB97M-V functional and the def2-TZVPD basis) for a 3-piece molecular cluster, C3H12O2S2 overall.

ORCA input file:
```
! RIJCOSX wB97M-V def2-TZVPD def2/J DEFGRID3
* xyz -1 2
C -0.788 -1.621 -1.499
C -0.812 -1.511 -0.026
S 0.938 -1.768 0.698
S 1.295 -1.107 2.531
C 2.046 0.643 2.383
H -0.221 -2.460 -2.093
H -0.406 -0.693 -1.954
H -1.893 -1.877 -1.734
H -1.299 -0.636 0.272
H -1.406 -2.326 0.425
H 2.826 0.788 3.076
H 2.438 0.667 1.382
H 1.258 1.394 2.446
H 0.055 1.045 -1.413
H 1.035 2.290 -1.347
O 1.016 1.416 -1.437
H -2.074 2.411 0.071
H -2.163 1.702 -1.322
O -1.843 1.641 -0.459
*
```

- LUMO energy (spin up / spin down): 0.1086 / 0.1064 hartree
- Orbital gap (spin up / spin down): 2.4 / 8.8 eV
- ⟨S²⟩: 0.75
- HOMO level (spin up / spin down): 0.56 / -5.87 eV